[1]
# C14H40F3N5O8S

6 unconnected molecules or ions with the total composition C14H40F3N5O8S in a non-equilibrium geometry (ωB97M-V/def2-TZVPD, OMol25).

Element x y z (Å)
O: -0.179 0.704 2.009
H: 0.295 -0.125 2.104
H: 0.171 1.189 1.257
H: -0.117 1.289 2.768
C: 1.218 7.133 4.322
F: 2.022 8.053 3.865
F: 0.973 7.433 5.613
F: 0.065 7.101 3.637
S: 2.227 5.412 4.109
O: 3.327 5.542 5.076
O: 1.273 4.286 4.352
O: 2.669 5.387 2.694
C: -5.331 3.254 3.807
O: -4.437 2.409 3.783
N: -5.077 4.538 3.786
N: -6.582 2.954 3.959
H: -4.153 4.885 4.003
H: -5.841 5.150 3.539
H: -7.297 3.666 4.005
H: -6.717 1.964 3.813
C: -2.237 -4.408 -1.590
C: -1.596 -5.792 -1.810
C: -1.556 -6.231 -3.277
O: -2.862 -6.523 -3.746
C: -2.884 -6.952 -5.081
N: -0.334 -5.863 -1.167
H: -2.212 -4.172 -0.526
H: -3.258 -4.489 -1.964
H: -1.803 -3.659 -2.252
H: -2.257 -6.516 -1.334
H: -0.942 -7.123 -3.400
H: -0.994 -5.550 -3.916
H: -3.858 -7.302 -5.423
H: -2.121 -7.713 -5.249
H: -2.563 -6.070 -5.634
H: 0.054 -6.766 -1.402
H: 0.281 -5.241 -1.672
C: -0.470 4.337 -2.367
C: 0.074 3.321 -3.360
C: 0.672 3.888 -4.676
O: -0.361 4.611 -5.412
C: 0.081 5.180 -6.680
N: 1.012 2.641 -2.494
H: -0.927 3.842 -1.510
H: -1.291 4.942 -2.753
H: 0.216 5.108 -2.015
H: -0.751 2.647 -3.589
H: 1.099 3.099 -5.296
H: 1.549 4.506 -4.485
H: 0.819 5.939 -6.421
H: -0.780 5.569 -7.223
H: 0.558 4.437 -7.319
H: 1.779 3.226 -2.195
H: 1.372 1.877 -3.047
C: 2.994 -4.911 3.822
C: 2.897 -3.353 3.634
C: 3.931 -2.795 2.571
O: 3.724 -1.379 2.361
C: 4.736 -0.836 1.576
N: 1.520 -3.164 3.089
H: 2.916 -5.348 2.827
H: 2.188 -5.296 4.447
H: 3.972 -5.269 4.144
H: 2.948 -2.903 4.626
H: 3.901 -3.311 1.611
H: 4.915 -3.116 2.914
H: 4.583 -1.263 0.585
H: 5.758 -0.938 1.943
H: 4.595 0.245 1.591
H: 1.474 -3.763 2.278
H: 0.928 -3.625 3.766

Cartesian forces (eV/Å) of the 3 atoms listed first:
O -0.7 0.2 -0.6
H 0.6 -1.0 0.5
H 0.3 0.5 -1.0

Values from the calculation:
Frontier orbital gap = 6.1 eV
E = -2130.69277 hartree
Max |F| = 0.0735 Eh/bohr

=====

[2]
# C13H22Cl3GeIrNO7PS2Se

A molecular structure, C13H22Cl3GeIrNO7PS2Se in a non-equilibrium geometry (ωB97M-V/def2-TZVPD, OMol25).

Element x y z (Å)
Ir: -0.369 -0.756 0.567
Cl: 3.780 0.348 0.922
Ge: 1.975 -0.132 -0.192
Cl: 1.815 2.421 -0.700
Cl: 2.581 -0.426 -2.256
Se: -0.229 4.195 0.035
C: 0.543 5.836 -0.498
C: -0.022 7.041 -0.083
C: 0.548 8.227 -0.513
N: 1.619 8.300 -1.303
C: 2.153 7.139 -1.685
C: 1.664 5.896 -1.320
H: -0.891 7.049 0.563
H: 0.120 9.176 -0.204
H: 3.028 7.206 -2.324
H: 2.143 4.987 -1.662
O: 2.522 -2.214 0.238
S: 1.335 -3.038 0.580
O: 0.259 -2.771 -0.413
O: 1.613 -4.416 0.813
S: 0.539 -2.099 2.274
C: -3.914 3.830 -1.221
C: -3.580 2.350 -1.170
C: -2.695 1.954 -2.342
C: -4.851 1.515 -1.137
O: -2.794 2.192 0.042
P: -2.762 0.907 0.958
O: -3.914 0.788 1.858
O: -2.339 -0.308 0.080
O: -1.354 1.189 1.712
C: -1.184 1.659 3.101
C: 0.307 1.910 3.231
C: -1.980 2.936 3.303
C: -1.639 0.566 4.054
H: -4.477 4.058 -2.129
H: -2.998 4.422 -1.217
H: -4.514 4.109 -0.353
H: -3.227 2.099 -3.285
H: -2.407 0.906 -2.259
H: -1.788 2.560 -2.351
H: -5.441 1.735 -2.028
H: -5.441 1.744 -0.249
H: -4.624 0.447 -1.129
H: 0.640 2.670 2.525
H: 0.870 0.992 3.039
H: 0.534 2.246 4.244
H: -1.712 3.673 2.545
H: -1.747 3.346 4.287
H: -3.051 2.739 3.240
H: -1.013 -0.322 3.949
H: -2.676 0.296 3.857
H: -1.556 0.927 5.081

Cartesian forces (eV/Å) of the 3 atoms listed first:
Ir 1.0 0.2 0.7
Cl 0.3 0.3 0.1
Ge -0.7 -1.6 0.6

Values from the calculation:
<S²> = 8.78
Spin multiplicity = 6
Total charge = -1
Frontier orbital gap (alpha / beta) = 5.8 / 3.7 eV
E = -8191.21769 hartree
Max |F| = 0.0370 Eh/bohr

=====

[3]
# C5H8N2

C5H8N2 in the gas phase in a non-equilibrium geometry (ωB97M-V/def2-TZVPD, OMol25).

Element x y z (Å)
N: -1.499 2.386 -0.045
C: -0.984 0.949 0.700
C: -0.105 -0.024 0.133
C: -0.172 -0.860 -1.089
C: 0.840 -1.684 -1.035
N: 1.738 -1.379 0.115
C: 0.966 -0.485 0.846
H: -2.306 2.121 -0.798
H: -0.548 2.524 -0.331
H: -0.202 1.166 1.695
H: -1.966 0.364 1.022
H: -0.966 -0.649 -1.775
H: 1.438 -2.329 -1.803
H: 2.462 -2.152 0.537
H: 1.303 0.054 1.828

Cartesian forces (eV/Å) of the 3 atoms listed first:
N -1.0 -4.4 1.0
C -2.5 1.8 3.4
C 1.6 -2.4 -1.9

Values from the calculation:
Frontier orbital gap = 9.2 eV
E = -304.69231 hartree
Max |F| = 0.1336 Eh/bohr
SMILES = NCc1cc[nH]c1

=====

[4]
# Cl2H2O2P2

Cl2H2O2P2 in the gas phase in a non-equilibrium geometry (ωB97M-V/def2-TZVPD, OMol25).

Element x y z (Å)
O: -0.306 -0.604 1.898
P: -0.300 -0.098 0.559
O: -1.724 0.563 0.107
P: -3.192 -0.022 0.767
Cl: -3.377 -1.751 -0.427
Cl: -4.247 1.303 -0.262
H: 0.381 1.100 0.286
H: -0.198 -0.978 -0.499

Cartesian forces (eV/Å) of the 3 atoms listed first:
O 0.5 -1.2 2.2
P -1.6 2.2 -2.1
O -1.1 -0.8 0.9

Values from the calculation:
Frontier orbital gap = 10.9 eV
E = -1754.86649 hartree
Max |F| = 0.0662 Eh/bohr
SMILES = O=[PH2]OP(Cl)Cl

=====

[5]
# C19H10Br4N3O4Pt

A molecular structure, C19H10Br4N3O4Pt in a non-equilibrium geometry (ωB97M-V/def2-TZVPD, OMol25).

Element x y z (Å)
Pt: -0.702 -0.231 -0.737
O: 3.844 -0.544 -0.839
C: 4.057 0.783 -0.903
C: 5.377 1.232 -0.871
C: 5.664 2.583 -0.906
C: 4.634 3.512 -1.003
C: 3.325 3.078 -1.066
C: 3.009 1.718 -1.014
C: 1.609 1.279 -1.052
O: 1.347 0.007 -0.799
N: 0.674 2.155 -1.332
N: -0.550 1.602 -1.274
C: -1.702 2.256 -1.437
C: -2.858 1.488 -1.243
C: -4.188 1.973 -1.282
C: -5.236 1.141 -1.012
C: -4.986 -0.219 -0.716
C: -3.686 -0.659 -0.712
N: -2.645 0.140 -0.958
H: 2.865 -0.670 -0.812
H: 6.162 0.490 -0.811
H: 6.695 2.912 -0.860
H: 4.857 4.571 -1.028
H: 2.509 3.781 -1.151
H: -1.712 3.313 -1.665
H: -4.343 3.018 -1.519
H: -6.252 1.515 -1.007
H: -5.796 -0.899 -0.496
H: -3.450 -1.698 -0.516
Br: -0.600 -6.503 2.686
C: -0.658 -4.627 2.508
C: -0.640 -3.804 3.657
Br: -0.540 -4.589 5.373
C: -0.694 -2.442 3.522
Br: -0.684 -1.297 5.020
C: -0.786 -1.781 2.249
O: -0.877 -0.551 2.169
C: -0.773 -2.653 1.048
O: -0.824 -2.217 -0.159
C: -0.714 -4.052 1.256
Br: -0.731 -5.110 -0.311

Cartesian forces (eV/Å) of the 3 atoms listed first:
Pt 0.4 0.1 -0.4
O 0.1 0.0 0.0
C -0.2 0.1 -0.1

Values from the calculation:
<S²> = 2.05
Spin multiplicity = 3
Total charge = -1
Frontier orbital gap (alpha / beta) = 5.2 / 5.9 eV
E = -11610.71605 hartree
Max |F| = 0.0195 Eh/bohr

=====

[6]
# C11H26ClN4PbS3Sb

A molecular structure, C11H26ClN4PbS3Sb in a non-equilibrium geometry (ωB97M-V/def2-TZVPD, OMol25).

Element x y z (Å)
Pb: -0.591 1.179 -0.053
C: 3.095 0.070 0.436
C: 3.034 -0.259 -2.139
N: 2.241 -1.100 -2.758
C: 0.775 -1.262 -2.924
C: 0.035 -1.961 -1.780
N: -1.043 -1.190 -1.121
C: -1.649 -2.083 -0.108
C: -3.002 -1.684 0.475
C: -3.145 -0.415 1.336
N: -1.872 0.140 1.842
C: -1.175 -0.711 2.820
C: 0.326 -0.453 2.904
N: 0.981 -0.642 1.604
C: 2.459 -0.460 1.673
H: 2.966 2.185 -0.304
H: 4.276 1.056 -1.080
H: 2.949 1.777 -2.176
H: 1.516 0.954 -0.628
H: 2.764 -1.847 -3.194
H: 0.680 -1.885 -3.811
H: 0.328 -0.294 -3.165
H: 0.763 -2.267 -1.025
H: -0.420 -2.881 -2.165
H: -1.757 -0.984 -1.818
H: -0.908 -2.210 0.675
H: -1.796 -3.076 -0.548
H: -3.309 -2.550 1.064
H: -3.732 -1.616 -0.335
H: -3.820 -0.641 2.168
H: -3.608 0.380 0.754
H: -2.091 1.034 2.278
H: -1.318 -1.750 2.525
H: -1.635 -0.610 3.807
H: 0.712 -1.135 3.672
H: 0.541 0.564 3.242
H: 0.818 -1.580 1.261
H: 2.940 -1.408 1.934
H: 2.646 0.229 2.504
S: -2.789 2.252 -1.136
Sb: -0.985 5.367 -0.445
S: -2.362 3.528 0.460
S: 1.239 4.588 0.075
Cl: 2.947 0.982 -0.923
C: 0.463 4.347 -1.581
H: 0.579 3.335 -1.965
H: 0.935 4.985 -2.328

Cartesian forces (eV/Å) of the 3 atoms listed first:
Pb -0.1 0.1 0.2
C 0.5 -1.8 -0.7
C 2.5 -1.6 -0.2

Values from the calculation:
<S²> = 0.77
Spin multiplicity = 2
Total charge = +1
Frontier orbital gap (alpha / beta) = 6.6 / 5.8 eV
E = -2740.69453 hartree
Max |F| = 0.0586 Eh/bohr

=====

[7]
# C24H52O8

6 unconnected molecules or ions with the total composition C24H52O8 in a non-equilibrium geometry (ωB97M-V/def2-TZVPD, OMol25).

Element x y z (Å)
C: 1.430 4.099 -3.087
C: 1.661 3.766 -1.653
C: 0.369 3.049 -1.249
O: -0.587 3.902 -1.943
C: -0.070 4.267 -3.180
H: 1.711 3.194 -3.627
H: 2.037 4.967 -3.345
H: 1.876 4.549 -0.925
H: 2.521 3.118 -1.488
H: 0.220 2.872 -0.184
H: 0.217 2.022 -1.581
H: -0.499 5.198 -3.552
H: -0.470 3.430 -3.752
C: -0.489 1.263 -2.947
C: -0.652 -0.179 -3.267
C: -2.149 -0.441 -3.100
O: -2.668 0.741 -3.664
C: -1.805 1.934 -3.480
H: 0.448 1.625 -3.369
H: -0.467 1.397 -1.865
H: -0.188 -0.896 -2.590
H: -0.261 -0.572 -4.206
H: -2.317 -0.587 -2.033
H: -2.377 -1.414 -3.534
H: -2.132 2.538 -2.634
H: -1.738 2.469 -4.427
C: -2.371 -3.610 2.451
C: -1.489 -3.917 1.347
C: -2.475 -3.510 0.302
O: -3.709 -4.102 0.692
C: -3.742 -4.029 2.095
H: -2.346 -2.544 2.678
H: -1.977 -4.024 3.380
H: -1.044 -4.912 1.343
H: -0.734 -3.143 1.211
H: -1.976 -3.767 -0.632
H: -2.702 -2.444 0.257
H: -3.882 -4.994 2.581
H: -4.400 -3.233 2.446
C: -0.663 0.906 -0.126
C: -0.271 -0.483 -0.603
C: -1.296 -1.246 0.163
O: -1.270 -0.605 1.385
C: -0.863 0.764 1.358
H: -1.545 1.296 -0.633
H: 0.022 1.750 -0.210
H: 0.749 -0.805 -0.392
H: -0.432 -0.551 -1.678
H: -0.937 -2.251 0.382
H: -2.296 -1.314 -0.266
H: 0.008 0.701 2.010
H: -1.616 1.495 1.653
C: 2.955 -0.496 0.155
O: 3.346 0.798 0.600
C: 2.269 1.524 1.461
C: 2.655 3.039 1.560
O: 2.143 3.708 0.431
C: 2.922 4.910 0.249
H: 1.923 -0.489 -0.195
H: 3.076 -1.243 0.940
H: 3.508 -0.917 -0.685
H: 2.147 0.927 2.365
H: 1.261 1.566 1.049
H: 3.742 2.966 1.529
H: 2.258 3.461 2.484
H: 2.887 5.294 1.269
H: 2.307 5.525 -0.408
H: 3.880 4.745 -0.244
C: 1.557 -5.110 1.107
O: 0.869 -4.078 1.768
C: 1.217 -2.703 1.512
C: 0.144 -1.752 2.131
O: -0.035 -1.886 3.503
C: -1.208 -1.178 3.939
H: 2.589 -4.891 1.381
H: 1.447 -4.975 0.031
H: 1.240 -6.104 1.422
H: 1.127 -2.516 0.442
H: 2.232 -2.481 1.842
H: -0.744 -1.850 1.506
H: 0.493 -0.733 1.963
H: -2.136 -1.745 4.013
H: -1.299 -0.234 3.402
H: -1.138 -0.823 4.967

Cartesian forces (eV/Å) of the 3 atoms listed first:
C 0.6 0.4 -0.2
C -0.3 -1.7 -0.2
C 1.6 3.2 -1.3

Values from the calculation:
Frontier orbital gap = 8.7 eV
E = -1546.60612 hartree
Max |F| = 0.1956 Eh/bohr
SMILES = C1CCOC1.C1CCOC1.C1CCOC1.C1CCOC1.COCCOC.COCCOC

=====

[8]
# C27H46F3N4O

3 unconnected molecules or ions with the total composition C27H46F3N4O in a non-equilibrium geometry (ωB97M-V/def2-TZVPD, OMol25).

Element x y z (Å)
C: 9.611 0.641 -2.276
C: 8.225 1.489 -2.667
C: 6.962 1.678 -1.596
C: 5.595 2.499 -2.089
C: 5.517 3.112 -3.610
C: 4.224 3.911 -4.246
C: 3.221 4.584 -3.138
C: 3.712 5.813 -2.115
N: 2.857 6.466 -1.087
N: 1.560 6.062 -0.993
C: 0.793 4.999 -1.744
C: 1.627 4.130 -2.905
C: 0.947 2.903 -3.779
C: 0.466 1.680 -2.781
O: 0.981 1.802 -1.404
C: 0.846 0.178 -3.316
F: 0.895 0.028 -4.789
F: -0.227 -0.742 -2.790
F: 2.131 -0.347 -2.744
C: 6.815 2.902 -4.641
C: 8.180 2.100 -4.202
H: 9.355 -0.053 -1.367
H: 9.970 0.059 -3.240
H: 10.395 1.444 -1.944
H: 7.013 1.207 -0.500
H: 4.686 2.601 -1.338
H: 4.681 4.817 -4.874
H: 3.709 3.201 -5.021
H: 4.855 6.128 -2.254
H: 0.976 6.572 -0.259
H: -0.339 4.744 -1.567
H: 0.075 3.333 -4.452
H: 1.729 2.433 -4.526
H: -0.719 1.749 -2.709
H: 1.987 1.813 -1.377
H: 6.731 3.327 -5.751
H: 9.024 1.974 -5.008
C: -3.217 -5.493 0.509
C: -2.569 -4.131 0.275
N: -3.019 -3.463 -0.947
C: -2.192 -2.311 -1.319
C: -2.174 -1.119 -0.368
C: -4.465 -3.263 -1.085
C: -5.175 -2.469 0.007
H: -3.084 -6.150 -0.356
H: -2.757 -5.981 1.374
H: -4.289 -5.403 0.718
H: -1.487 -4.305 0.205
H: -2.727 -3.506 1.161
H: -2.482 -1.961 -2.319
H: -1.159 -2.662 -1.439
H: -3.098 -0.541 -0.430
H: -1.357 -0.443 -0.643
H: -2.013 -1.417 0.672
H: -4.942 -4.247 -1.152
H: -4.680 -2.797 -2.055
H: -4.873 -2.773 1.013
H: -6.256 -2.630 -0.068
H: -5.007 -1.396 -0.100
C: -4.208 -0.481 7.241
C: -3.473 -1.559 6.449
N: -4.126 -1.918 5.189
C: -3.590 -3.139 4.583
C: -2.137 -3.119 4.121
C: -4.383 -0.819 4.254
C: -3.188 0.004 3.784
H: -5.252 -0.761 7.418
H: -3.729 -0.342 8.215
H: -4.188 0.486 6.728
H: -3.432 -2.448 7.092
H: -2.437 -1.240 6.293
H: -4.226 -3.437 3.738
H: -3.701 -3.954 5.311
H: -2.017 -2.548 3.199
H: -1.806 -4.142 3.907
H: -1.463 -2.712 4.880
H: -5.103 -0.134 4.718
H: -4.914 -1.203 3.373
H: -2.518 0.279 4.603
H: -3.541 0.935 3.328
H: -2.610 -0.522 3.022

Cartesian forces (eV/Å) of the 3 atoms listed first:
C -1.4 1.1 0.0
C -2.0 1.1 -1.1
C -0.2 1.5 -4.1

Values from the calculation:
Total charge = +1
Frontier orbital gap = 4.0 eV
E = -1649.34218 hartree
Max |F| = 0.1069 Eh/bohr

=====

[9]
# C6H15NO

2 unconnected molecules or ions with the total composition C6H15NO in a non-equilibrium geometry (ωB97M-V/def2-TZVPD, OMol25).

Element x y z (Å)
C: 0.766 0.141 3.590
C: 0.662 0.549 2.152
C: 1.596 0.523 1.188
C: 1.298 1.118 -0.088
C: 0.437 0.173 -0.923
C: -1.071 0.417 -1.084
N: 1.009 0.171 -2.281
H: 0.578 0.828 4.450
H: 0.121 -0.638 3.782
H: 1.810 -0.156 3.640
H: -0.283 0.956 1.824
H: 2.691 0.314 1.448
H: 0.948 2.115 -0.183
H: 2.243 1.128 -0.729
H: 0.541 -0.783 -0.360
H: -1.518 1.169 -0.558
H: -1.094 0.891 -2.188
H: -1.650 -0.537 -1.127
H: 1.673 -0.543 -2.405
H: 0.226 -0.148 -2.979
O: -3.837 -2.823 -2.026
H: -3.150 -2.153 -2.070
H: -3.996 -2.711 -3.073

Cartesian forces (eV/Å) of the 3 atoms listed first:
C 2.0 1.5 -0.3
C -0.1 0.7 -0.1
C 1.2 0.8 3.8

Values from the calculation:
Frontier orbital gap = 9.8 eV
E = -367.50251 hartree
Max |F| = 0.0936 Eh/bohr
SMILES = C/C=C/C[C@@H](C)N.O